# C32H88CrN8O12S

A structure of composition C32H88CrN8O12S (the ωB97M-V functional and the def2-TZVPD basis, the Open Molecules 2025 dataset).

XYZ file:
```
142
Properties=species:S:1:pos:R:3:forces:R:3:mulliken_charge:R:1
Cr 1.23484 0.65722 -2.71767 -0.675 -0.267 1.609 0.003
S -0.88671 0.69076 -1.05455 -0.351 0.185 1.371 2.357
O 0.26092 1.64872 -1.20601 0.892 1.303 0.191 -0.578
O -2.16105 1.36794 -1.09163 0.860 -0.037 -0.152 -1.227
O -0.65738 -0.12386 -2.28663 0.692 -0.952 -1.243 -0.830
O -0.69415 -0.08091 0.17975 -0.442 0.059 -0.840 -1.308
C -5.66952 -1.83425 -2.75853 -1.216 -0.413 0.748 -1.474
C -4.91194 -1.20157 -1.61128 1.253 0.314 -1.201 0.207
C -3.76929 -2.12102 -1.13800 -0.687 0.298 0.496 1.343
O -4.26090 -3.38584 -0.72298 0.189 0.352 0.485 -0.549
C -3.32245 -4.04718 0.09772 -0.254 -0.675 -0.741 -0.461
N -4.28479 0.01556 -2.20705 0.353 -0.682 0.686 -0.554
H -5.02714 -1.95567 -3.62916 0.004 -0.141 -0.009 0.194
H -6.54317 -1.23362 -3.01925 0.252 0.289 -0.194 0.408
H -6.11048 -2.77788 -2.42377 0.350 -0.236 -0.271 0.350
H -5.56481 -0.93177 -0.78060 0.015 -0.094 0.042 0.379
H -3.27412 -1.57404 -0.32364 0.088 -0.268 0.272 -0.287
H -3.00090 -2.28101 -1.90103 -0.107 0.169 -0.347 -0.509
H -3.12775 -3.51738 1.03182 0.013 0.040 0.032 0.142
H -2.39353 -4.22249 -0.46034 0.227 0.272 0.140 0.159
H -3.72417 -5.04435 0.28241 -0.080 0.105 0.314 0.389
H -3.56479 0.41316 -1.58436 -0.981 -0.182 -0.195 0.281
H -3.69780 -0.42774 -2.91365 -0.067 0.554 -0.532 0.277
C -0.57898 6.52680 -1.07262 0.593 1.359 1.742 -1.769
C -0.38666 5.04148 -0.85054 0.031 0.442 -0.437 1.142
C -0.40384 4.61121 0.62550 0.154 0.694 0.109 0.175
O 0.48931 5.41629 1.39910 0.287 -0.031 -0.427 -0.438
C 0.44112 5.24538 2.80092 -0.522 -0.466 -0.579 -0.376
N -1.38647 4.29206 -1.62667 0.320 -0.636 1.025 -0.615
H -1.34504 6.99404 -0.44230 -0.729 -0.490 -0.458 0.376
H -0.64319 6.87989 -2.09780 -0.215 -0.437 -0.111 0.399
H 0.25939 7.05929 -0.60255 0.381 -0.219 -0.384 0.324
H 0.61692 4.86539 -1.25373 -0.066 -0.533 -0.063 -0.432
H -0.10258 3.56021 0.68622 -0.073 -0.159 0.072 -0.275
H -1.42460 4.71699 1.00458 -0.120 -0.090 0.051 0.527
H 1.36598 5.65945 3.19483 -0.158 0.166 0.221 0.291
H 0.36559 4.18989 3.08435 0.212 -0.155 -0.069 -0.054
H -0.46130 5.71038 3.20846 0.159 0.315 0.177 0.371
H -2.24114 4.36033 -1.06920 -0.243 0.283 -0.381 0.443
H -1.17010 3.30750 -1.45029 -0.011 0.191 -0.549 -0.086
C 4.39460 -1.08861 -1.50137 0.644 0.387 -0.600 -1.279
C 3.13045 -1.80263 -1.95977 0.805 0.494 -0.522 0.056
C 3.05722 -3.25320 -1.48900 0.292 0.578 0.122 -0.790
O 4.15384 -3.94587 -2.04142 -0.071 0.255 -0.102 -0.410
C 4.28480 -5.25658 -1.59074 -0.085 -1.387 0.840 -0.832
N 1.97845 -0.99734 -1.49994 -0.174 -1.137 0.401 1.963
H 5.31268 -1.66735 -1.61447 -0.302 -0.533 0.632 0.540
H 4.23514 -0.65770 -0.51217 0.393 -0.281 0.197 0.045
H 4.67044 -0.26204 -2.16530 -0.583 0.248 -0.027 0.124
H 3.13893 -1.75881 -3.05501 -0.126 -0.462 -0.010 0.169
H 2.10005 -3.69252 -1.78594 -0.051 -0.161 0.046 0.397
H 3.10932 -3.22618 -0.39606 -0.062 -0.295 0.133 0.572
H 5.13798 -5.74583 -2.05713 -0.077 0.264 -0.374 0.321
H 3.39730 -5.88846 -1.72338 -0.163 0.254 -0.629 0.304
H 4.45421 -5.39842 -0.51322 0.165 0.810 0.153 0.313
H 1.27358 -1.69445 -1.22229 -0.552 0.275 -0.646 -0.420
H 2.15953 -0.68239 -0.53364 0.370 0.578 -0.143 -0.156
C 5.12318 3.28439 -2.55514 -0.254 0.700 0.573 -1.832
C 3.98350 2.53858 -1.85856 0.075 0.128 1.203 0.324
C 3.24040 3.33772 -0.77490 0.852 0.433 0.222 -0.027
O 4.19108 3.55535 0.26340 -0.405 -0.109 -0.140 -0.459
C 3.59771 4.20795 1.37035 0.240 0.458 0.234 -0.513
N 3.01698 2.00012 -2.84974 0.070 0.001 -0.966 -0.067
H 4.75772 4.12749 -3.14765 -0.104 -0.264 -0.382 0.413
H 5.75979 2.60851 -3.12583 -0.157 0.036 -0.230 0.492
H 5.76468 3.77658 -1.82230 -0.033 -0.300 0.229 0.353
H 4.45989 1.72394 -1.31398 -0.307 -0.300 -0.106 -0.172
H 2.36739 2.82850 -0.35713 -0.083 -0.298 -0.346 -0.442
H 2.89590 4.31621 -1.12955 -0.083 0.019 -0.280 0.629
H 3.20670 5.20019 1.12613 -0.042 -0.037 -0.288 0.343
H 4.37638 4.35412 2.11706 0.014 -0.204 0.028 0.334
H 2.76566 3.64794 1.80568 0.032 -0.190 -0.106 0.014
H 2.62719 2.83737 -3.29143 -0.193 0.001 0.058 0.399
H 3.64687 1.67093 -3.58413 -0.283 -0.322 -0.127 0.343
C -2.47890 -3.59194 -5.76933 0.627 -0.480 -0.172 -1.669
C -1.84357 -3.03392 -4.50250 -0.145 -0.054 -1.575 0.936
C -0.32344 -3.32772 -4.52160 -0.647 0.198 0.471 -0.112
O -0.02582 -4.69904 -4.65136 0.243 -0.199 0.169 -0.385
C 1.37371 -4.89748 -4.78048 -0.009 0.901 -0.335 -0.485
N -2.06397 -1.57702 -4.46039 0.642 -0.562 1.152 -0.322
H -3.56205 -3.50449 -5.81726 0.027 0.231 0.169 0.400
H -2.21122 -4.64930 -5.82410 -0.156 -0.019 -0.161 0.348
H -2.02363 -3.10381 -6.63588 -0.173 0.035 -0.113 0.338
H -2.37232 -3.53673 -3.69204 0.377 0.291 0.480 0.148
H 0.10080 -2.89631 -3.60227 0.144 -0.253 0.261 -0.211
H 0.13477 -2.73571 -5.32573 -0.089 -0.141 -0.371 0.298
H 1.69221 -5.93194 -4.68602 -0.485 -0.113 0.260 0.279
H 1.88528 -4.26144 -4.05153 0.243 -0.256 0.180 0.017
H 1.70522 -4.55185 -5.76660 0.003 0.006 -0.095 0.356
H -1.50076 -1.13261 -5.18211 -0.219 -0.113 -0.271 0.352
H -1.59697 -1.28897 -3.59564 -0.468 0.436 -0.142 -0.339
C -3.71570 0.77308 2.00114 1.031 -0.851 1.001 -1.028
C -3.72407 2.29840 2.13962 -1.375 -1.509 -1.488 -0.001
C -2.72978 2.76150 3.17624 -0.457 0.408 -0.014 0.982
O -3.22105 2.37578 4.45170 0.235 0.031 0.530 -0.444
C -2.64548 3.19094 5.46432 0.155 0.288 -0.711 -0.762
N -3.55280 2.87243 0.80319 1.339 0.816 0.307 -0.279
H -3.88975 0.23262 2.93921 -0.633 0.314 0.089 0.644
H -2.69808 0.41055 1.80819 0.029 0.256 -0.677 -0.077
H -4.38729 0.40652 1.22760 -0.042 0.096 -0.007 0.147
H -4.75834 2.51661 2.41623 0.252 0.569 0.599 0.484
H -2.62916 3.85026 3.09907 -0.049 0.077 0.125 0.374
H -1.73153 2.33021 3.02792 0.017 -0.069 -0.193 -1.043
H -2.88482 2.86698 6.47393 -0.281 -0.338 -0.183 0.272
H -3.00908 4.21136 5.31051 0.072 0.140 0.248 0.344
H -1.55561 3.20315 5.35374 0.096 0.025 0.126 0.277
H -2.85469 2.34845 0.27420 -0.428 0.231 0.231 -0.032
H -4.37861 2.92255 0.22636 -0.252 -0.220 0.340 0.317
C 3.53073 0.16232 3.04565 -0.089 -0.378 -0.868 -1.812
C 2.02588 0.22116 2.73029 1.065 0.911 -0.764 1.912
C 1.41761 1.44832 3.40537 -0.907 -0.702 1.110 0.492
O 1.27605 1.19800 4.79902 0.331 0.742 0.421 -0.523
C 0.13175 0.49579 5.22729 0.485 -0.802 -0.238 -0.270
N 1.86611 0.31099 1.26060 -0.360 -0.233 0.236 1.355
H 4.04617 1.08685 2.77262 -0.214 0.274 0.378 0.257
H 3.96744 -0.54791 2.33704 0.010 -0.355 0.327 0.371
H 3.74162 -0.14063 4.06795 0.044 0.178 0.032 0.382
H 1.59761 -0.71743 3.07941 -0.394 0.123 0.014 -0.945
H 0.43781 1.75766 3.02212 -0.014 -0.303 -0.408 -0.281
H 2.06913 2.31977 3.32037 0.181 -0.148 -0.055 -0.129
H 0.25283 0.33608 6.29750 -0.203 0.375 0.081 0.396
H 0.13460 -0.51975 4.81539 -0.200 -0.012 -0.233 -0.013
H -0.82096 0.97144 4.98236 0.045 0.194 0.013 0.001
H 2.08668 1.26068 0.97180 0.103 -0.011 -0.007 -0.934
H 0.87044 0.19177 1.01418 0.454 0.227 0.154 -0.432
C 1.32170 -4.25803 2.45635 0.436 0.067 -0.304 -1.488
C 0.14188 -3.61683 1.72362 0.664 0.945 1.187 0.246
C -0.75438 -2.91584 2.75825 -0.473 -0.291 -0.509 1.120
O -1.22624 -3.87500 3.66808 -0.215 -0.454 0.378 -0.481
C -2.15405 -3.37450 4.59189 -0.658 1.203 0.086 -0.609
N 0.67080 -2.61488 0.81021 0.039 0.945 -0.872 0.498
H 1.00048 -4.90794 3.26625 0.033 -0.136 -0.130 0.409
H 1.98015 -3.48831 2.87505 -0.382 0.258 0.268 0.288
H 2.01582 -4.76000 1.77718 -0.395 -0.418 -0.122 0.338
H -0.44527 -4.35070 1.17281 0.013 -0.055 0.010 0.316
H -1.58998 -2.42564 2.24017 -0.113 -0.056 -0.075 -0.061
H -0.22751 -2.09839 3.26330 0.332 -0.115 0.149 -0.602
H -3.11860 -3.07760 4.15817 0.032 -0.302 -0.519 0.248
H -1.81361 -2.42408 5.02185 0.354 -0.149 0.282 0.184
H -2.40497 -4.06634 5.39202 0.519 -0.323 -0.129 0.302
H 0.01736 -1.84873 0.62801 -0.540 -0.606 -0.197 -0.220
H 1.41855 -2.05026 1.20820 0.304 -0.638 0.428 -0.202
```
Positions in Å, forces in eV/Å.

F_max in eV Å⁻¹: 2.53
DFT total energy in Ha: -4055.513056
Energy relative to the best compared isomer or geometry (same formula, charge and spin) in eV: 0.000
HOMO level (spin up / spin down) in eV: -8.30 / -8.30
Kohn-Sham gap (spin up / spin down) in eV: 6.9714 / 6.8531
Spin multiplicity: 5